No. 1
C23H23Br2N6O7Sc | ωB97M-V with the def2-TZVPD basis set

The value obtained for the highest occupied orbital energy is -8.22 eV. The value obtained for the HOMO-LUMO gap is 8.4 eV. The calculation puts the LUMO energy at 0.160 eV. As for the spin multiplicity: 1.

Element x y z (Å)
1 C 3.55 1.33 1.91
2 H -2.35 3.97 5.12
3 H -1.93 -2.01 4.54
4 C 4.23 0.26 2.51
5 C -0.99 2.67 2.32
6 C -1.04 2.27 5.02
7 H 3.03 -0.19 -1.76
8 O -0.54 1.84 0.14
9 H -2.27 4.34 2.62
10 C -0.31 1.50 4.13
11 O 0.15 -2.60 -3.34
12 C 2.97 1.46 -3.21
13 N 1.22 0.96 -1.92
14 C -4.90 -0.66 3.51
15 C 2.53 0.64 -2.24
16 C -1.77 3.32 4.47
17 O 0.53 -1.73 -1.30
18 C -4.17 -2.52 2.02
19 N -1.12 -1.09 1.43
20 C 2.40 1.06 1.22
21 C -3.82 -0.92 4.58
22 N -2.89 -2.23 2.71
23 C -1.73 3.53 3.10
24 N 1.91 2.29 -3.50
25 C -0.46 2.63 -2.76
26 N 1.88 -0.18 1.08
27 C -2.94 -2.11 4.17
28 O -2.63 -2.11 -2.67
29 Br 1.82 -2.91 1.53
30 N -0.28 1.66 2.83
31 C -0.92 2.87 0.81
32 C 0.87 1.96 -2.71
33 H -3.21 -0.03 4.71
34 H 5.62 1.34 3.24
35 Br 0.75 0.06 4.82
36 H -3.34 -3.05 4.55
37 H -5.65 -2.68 3.59
38 H 4.21 -1.86 2.84
39 C 3.71 -1.02 2.38
40 H -6.18 -1.80 2.18
41 O -1.34 3.91 0.34
42 H 1.87 3.00 -4.21
43 C -0.22 -2.05 -2.33
44 Sc -0.09 -0.11 -0.32
45 H -4.28 -1.14 5.54
46 C 2.54 -1.17 1.66
47 H 1.84 1.85 0.75
48 H -1.03 2.07 6.08
49 H -5.76 -0.15 3.97
50 H 3.91 1.52 -3.74
51 H -4.52 0.02 2.75
52 C -5.33 -1.96 2.84
53 H 3.92 2.35 1.99
54 H -0.65 3.01 -3.77
55 H -1.25 1.92 -2.51
56 C -1.69 -1.58 -2.14
57 H -4.26 -3.60 1.86
58 O 5.37 0.41 3.21
59 C -1.94 -1.63 2.04
60 H -0.52 3.45 -2.05
61 H -4.12 -2.04 1.04
62 O -1.75 -0.54 -1.33

Results of the Mulliken charge analysis, in e, for atoms 1 through 6: C -0.66; H 0.43; H 0.44; C 0.82; C 0.37; C -0.69


No. 2
C23H23Br45IN3O2 | ωB97M-V with the def2-TZVPD basis set

The value obtained for the highest occupied orbital energy is -9.72 eV. The value obtained for the HOMO-LUMO gap is 8.5 eV. The calculation puts the LUMO energy at -1.243 eV. As for the spin multiplicity: 1.

Element x y z (Å)
1 C 3.36 0.10 -0.09
2 Br -2.99 -3.59 1.29
3 Br 0.76 -9.65 0.13
4 H 4.00 -4.25 1.44
5 H 1.60 2.09 8.84
6 H 2.50 0.98 1.82
7 Br -0.02 -0.67 -5.40
8 Br 10.03 -1.03 3.65
9 H 3.12 -3.30 0.00
10 C 2.90 3.90 4.20
11 Br -5.07 3.52 8.93
12 Br -4.91 -4.21 6.99
13 N 2.47 -1.70 -2.27
14 C 3.97 -3.25 0.80
15 Br -2.89 0.04 1.99
16 H -0.48 6.95 3.37
17 C -1.07 -9.56 0.79
18 Br 7.60 -0.41 5.68
19 H -0.64 0.66 -7.42
20 H -2.31 -5.06 -12.18
21 Br 1.51 8.48 -4.33
22 H 2.71 9.10 -2.24
23 H 5.04 -3.18 0.28
24 H -0.28 -2.73 1.25
25 H -4.53 -1.79 6.55
26 C -4.46 -2.67 5.90
27 Br 1.38 4.73 5.08
28 H 3.95 2.82 -6.26
29 C -2.12 -4.22 -11.49
30 H 4.51 0.06 0.13
31 Br -3.89 1.02 -1.15
32 C 0.64 -3.12 1.89
33 Br 1.49 3.12 -6.60
34 H 7.63 -1.68 3.53
35 Br 2.59 2.02 3.84
36 Br -2.06 7.94 1.71
37 C 1.67 1.21 8.20
38 H -5.55 -0.65 -13.26
39 Br 3.47 4.48 -4.46
40 C -4.53 1.79 -2.82
41 H -3.26 -4.81 3.45
42 Br -5.57 0.63 -11.11
43 Br -4.33 -6.46 1.91
44 Br -4.23 2.31 3.85
45 H 1.30 -3.87 1.28
46 C 3.12 2.91 -5.55
47 C -5.06 0.28 -12.96
48 Br -1.19 -1.64 -8.25
49 Br 4.61 8.13 -3.53
50 C -2.87 1.92 2.51
51 C -1.12 -0.20 -6.94
52 Br -6.22 2.73 -2.59
53 Br 3.44 4.87 2.60
54 Br -0.77 -3.09 -12.33
55 H 0.14 -3.77 2.76
56 Br -3.18 2.92 -3.65
57 Br -2.63 -2.76 5.25
58 Br -2.54 5.67 3.94
59 H 3.74 3.95 4.90
60 C -3.71 3.12 7.59
61 H -3.97 3.71 6.70
62 N -0.37 0.11 0.12
63 H -4.71 0.96 -3.50
64 Br -1.10 2.49 3.08
65 O 4.96 -1.75 2.60
66 C 1.44 -1.90 2.64
67 Br -2.90 0.37 -6.40
68 C 2.38 -0.04 1.21
69 C 2.92 -0.87 -1.37
70 Br -5.73 -2.41 4.45
71 Br -5.71 1.67 -14.16
72 Br 7.47 0.64 2.63
73 Br -0.38 5.19 1.60
74 C 2.78 8.22 -2.88
75 C -2.99 -5.16 2.45
76 C 3.84 -2.01 1.86
77 Br -1.49 -4.99 -9.82
78 C 0.82 0.02 0.62
79 Br -1.53 -11.10 1.88
80 O 0.91 -1.49 3.82
81 Br 2.33 6.68 -1.79
82 Br 3.50 1.12 7.54
83 Br 1.21 -0.34 9.29
84 C -1.26 6.50 2.74
85 Br -3.73 1.25 7.07
86 N 2.65 -1.16 2.16
87 Br -1.94 3.70 8.16
88 H -1.14 -8.68 1.43
89 Br 3.09 1.28 -4.49
90 Br -1.22 -5.95 2.58
91 Br -3.14 0.01 -13.14
92 Br -2.35 -9.30 -0.66
93 C 8.11 -0.75 3.83
94 I 3.02 2.17 -0.85
95 H -3.13 2.50 1.62
96 Br -3.81 -3.28 -11.26
97 Br 0.39 1.47 6.75

Results of the Mulliken charge analysis, in e, for atoms 1 through 6: C -0.47; Br 0.05; Br -0.02; H 0.33; H 0.35; H -0.77


No. 3
C23H23BrN7O2SeTi | ωB97M-V with the def2-TZVPD basis set

The value obtained for the highest occupied orbital energy is -16.97 eV. As for the net charge: +3. The value obtained for the HOMO-LUMO gap is 6.3 eV. The calculation puts the LUMO energy at -10.713 eV. As for the spin multiplicity: 1.

Element x y z (Å)
1 C 1.73 2.84 0.36
2 H 6.68 -0.81 -2.13
3 H -2.83 -2.84 3.59
4 H -0.67 1.79 4.66
5 H 0.94 3.56 0.16
6 H 3.13 -2.00 1.35
7 C 2.69 -0.75 -3.70
8 Br -0.89 -2.21 -0.97
9 H 0.22 0.39 -5.77
10 N 0.77 -0.11 -2.52
11 C 1.24 1.69 1.18
12 H 1.89 -2.74 2.40
13 C 2.56 -0.54 -1.10
14 C -2.37 -1.46 2.05
15 H 2.52 -0.61 -5.84
16 C -1.13 1.07 3.97
17 H 0.45 -1.13 3.80
18 C -4.44 -1.42 3.35
19 H 5.79 0.50 -1.45
20 Ti -0.39 0.01 -0.69
21 H 3.10 0.58 1.12
22 N 5.82 -0.47 -1.74
23 H 3.17 -1.77 3.10
24 H 2.51 3.35 0.94
25 C 0.15 0.25 -3.62
26 N 4.86 -2.56 -1.73
27 C -4.93 -0.36 2.66
28 H -5.03 -1.87 4.14
29 H -2.00 1.58 3.55
30 C 0.67 -0.40 3.03
31 C -0.12 0.76 2.95
32 H -1.43 0.20 4.55
33 H 5.69 -3.00 -2.11
34 N -4.53 1.20 0.85
35 N 1.61 -0.10 -0.23
36 C -3.17 -1.97 3.03
37 C -4.14 0.19 1.61
38 H -0.52 2.62 1.91
39 Se -3.35 1.57 -0.36
40 N 3.77 -0.77 -0.73
41 O -1.95 1.36 -4.05
42 H -5.90 0.07 2.87
43 C 4.81 -1.27 -1.44
44 C 2.51 -1.86 2.23
45 C -1.14 0.95 -3.30
46 H 3.71 -1.10 -3.73
47 H 4.11 -3.17 -1.43
48 C 2.02 0.39 1.11
49 C 2.02 -0.55 -2.51
50 H -1.42 -1.92 1.82
51 H 2.18 2.51 -0.57
52 N -2.21 0.27 0.28
53 C -2.84 -0.35 1.30
54 C 2.02 -0.46 -4.89
55 C 0.74 0.08 -4.87
56 C 0.12 1.74 1.93
57 O -1.22 1.09 -1.93
58 C 1.69 -0.63 2.16

Results of the Mulliken charge analysis, in e, for atoms 1 through 6: C -1.75; H 0.23; H 0.47; H 0.49; H 0.48; H 0.11


No. 4
C23H23Cl2IO3PdS | ωB97M-V with the def2-TZVPD basis set

The value obtained for the highest occupied orbital energy is 0.23 eV. As for the net charge: -2. The value obtained for the HOMO-LUMO gap is 4.1 eV. The calculation puts the LUMO energy at 4.300 eV. As for the spin multiplicity: 1.

Element x y z (Å)
1 H 4.37 2.82 -0.60
2 H 1.05 -2.59 1.32
3 H 3.20 2.56 0.68
4 C 3.33 -3.02 0.55
5 H -5.89 -3.81 -0.31
6 Cl 5.38 -0.41 -2.48
7 H 6.23 -2.75 -1.16
8 C 2.65 -1.88 0.10
9 H -1.38 3.76 2.67
10 H -1.76 2.63 3.98
11 Pd -1.19 0.70 -0.74
12 H 0.14 1.14 3.12
13 O 2.63 -0.08 -1.47
14 H -0.39 -2.24 -1.65
15 C -1.45 -2.31 -1.43
16 C -4.46 -0.24 -0.69
17 C -3.55 -1.34 -0.84
18 O -1.29 3.80 0.21
19 H -1.19 1.31 1.99
20 H -7.34 -1.86 0.07
21 H 2.84 -3.66 1.28
22 H 0.49 3.95 -1.89
23 H -3.79 -4.75 -1.06
24 Cl 5.44 -4.75 0.74
25 C -2.04 -3.59 -1.47
26 C -3.34 -3.77 -1.10
27 H 2.14 1.91 -1.45
28 C 4.57 -1.42 -1.30
29 H -0.20 3.46 3.95
30 C -2.14 -1.15 -1.08
31 O 0.65 -0.69 0.87
32 H 3.50 4.19 0.10
33 C -4.13 -2.64 -0.77
34 C 1.36 -1.67 0.77
35 C -0.96 3.00 3.32
36 H -1.44 -4.45 -1.75
37 C 3.21 -1.03 -0.93
38 C -0.38 1.86 2.48
39 H 2.69 3.38 -2.21
40 C -5.79 -0.42 -0.40
41 C 0.99 3.67 -0.96
42 C 5.23 -2.52 -0.82
43 C -6.30 -1.72 -0.21
44 C 0.58 2.35 1.41
45 C -5.49 -2.80 -0.41
46 I -3.88 1.73 -1.13
47 C 2.32 2.98 -1.27
48 H 1.09 4.57 -0.35
49 H -6.44 0.43 -0.31
50 C 3.40 3.15 -0.21
51 H 1.29 1.57 1.14
52 H 1.11 3.27 1.72
53 C 4.59 -3.34 0.12
54 S -0.30 2.71 -0.12

Results of the Mulliken charge analysis, in e, for atoms 1 through 6: H 0.33; H 0.11; H 0.23; C -0.90; H 0.28; Cl -0.26


No. 5
C23H23CoN8O4S2Se4 | ωB97M-V with the def2-TZVPD basis set

The value obtained for the highest occupied orbital energy (spin up / spin down) is -4.29 / -4.35 eV. As for the net charge: -1. The value obtained for the HOMO-LUMO gap (spin up / spin down) is 6.2 / 6.3 eV. The calculation puts the LUMO energy (spin up / spin down) at 1.897 / 1.899 eV. As for the spin multiplicity: 2.

Element x y z (Å)
1 H -3.01 -4.62 -1.58
2 H 0.35 0.82 -4.65
3 C 0.20 5.56 -2.63
4 C -2.53 -3.60 0.26
5 C -1.04 2.37 -1.28
6 N 0.10 1.38 0.56
7 C 0.03 4.18 -2.61
8 H 0.07 -5.30 5.04
9 H -0.61 -4.77 3.49
10 C -0.68 -0.56 -3.27
11 N -0.25 -1.03 -2.02
12 O -0.89 -3.24 6.46
13 C -1.38 -3.71 5.22
14 H 1.76 -3.69 6.18
15 H 0.42 7.21 -3.98
16 N -0.01 3.47 -3.73
17 N 0.88 -3.55 4.29
18 N 0.30 5.44 -5.01
19 H 2.45 1.59 -3.87
20 C -1.68 -2.97 -1.88
21 C 0.93 3.39 -0.42
22 C -0.94 1.44 -0.27
23 C 2.54 0.99 -2.97
24 H -1.80 -2.36 1.86
25 H 1.80 2.31 1.25
26 Se 2.60 0.49 2.87
27 C 0.16 4.12 -4.88
28 C -2.46 -3.81 -1.11
29 C -0.99 -1.94 -1.24
30 C 0.85 -2.74 3.24
31 S 2.00 -0.85 -0.42
32 N 1.30 0.24 -2.81
33 H 0.42 -1.89 7.22
34 H -3.13 -4.22 0.90
35 C 0.99 2.38 0.53
36 H -1.84 2.31 -2.01
37 H -2.20 -4.40 5.44
38 H 0.23 6.14 -1.72
39 H -1.65 -0.79 -3.66
40 Se -1.40 0.05 3.00
41 C -0.27 -4.44 4.47
42 C 0.29 0.23 -3.75
43 C -1.79 -2.56 0.80
44 O -0.92 2.19 -6.20
45 C 0.13 -2.27 6.25
46 O 1.50 2.27 -5.96
47 C -0.05 3.35 -1.39
48 C 0.31 6.14 -3.88
49 H -1.57 -3.11 -2.95
50 C 1.32 -2.90 5.55
51 H 2.08 -2.15 5.32
52 Se -0.49 1.85 4.18
53 Co 0.49 -0.33 1.47
54 O 0.38 3.84 -7.48
55 H -1.75 -2.87 4.62
56 C 0.99 -0.53 -1.75
57 H 3.38 0.31 -3.05
58 S 0.28 3.01 -6.31
59 H 1.71 4.14 -0.44
60 N -1.04 -1.74 0.07
61 Se 1.54 0.95 4.89
62 H 2.69 1.62 -2.09
63 N 0.82 -2.03 2.34
64 H -1.68 0.66 -0.14
65 H -0.25 -1.44 5.64

Results of the Mulliken charge analysis, in e, for atoms 1 through 6: H 0.41; H 0.56; C -0.64; C -1.12; C -1.42; N 0.80


No. 6
C23H23FeN3S5 | ωB97M-V with the def2-TZVPD basis set

The value obtained for the highest occupied orbital energy (spin up / spin down) is -6.74 / -6.65 eV. The value obtained for the HOMO-LUMO gap (spin up / spin down) is 6.8 / 6.7 eV. The calculation puts the LUMO energy (spin up / spin down) at 0.048 / 0.090 eV. As for the spin multiplicity: 1.

Element x y z (Å)
1 H -3.46 -0.77 -0.59
2 C 3.80 0.52 -2.81
3 H 2.33 2.22 1.25
4 C 1.73 -1.06 1.51
5 H 5.98 1.16 -0.29
6 N 1.42 2.42 1.64
7 H 1.66 3.88 3.14
8 H -2.46 -5.05 -2.55
9 H 4.51 -0.48 0.85
10 H -3.61 -0.50 -4.10
11 N -0.50 -0.69 0.64
12 C -1.81 -0.49 0.75
13 C 4.87 1.08 -2.13
14 C -1.70 -0.89 3.10
15 H -0.84 4.50 2.47
16 C -3.69 -3.87 -3.85
17 C -2.42 -1.68 -2.78
18 H 5.51 1.79 -2.64
19 H -2.94 0.89 -0.40
20 H -2.18 -1.01 4.06
21 H -4.19 -4.74 -4.27
22 C 0.25 -0.93 1.73
23 H 1.96 2.22 3.64
24 C 0.43 2.47 0.73
25 H -0.41 1.67 3.55
26 C -2.05 -2.96 -2.32
27 C 4.30 -0.17 -0.17
28 S -0.83 -3.17 -1.11
29 C -3.38 -1.50 -3.77
30 S 2.09 -1.87 -0.09
31 C -0.33 -1.05 2.98
32 C -2.45 -0.58 1.98
33 H -2.09 3.27 2.72
34 N -0.79 2.85 1.16
35 H -3.52 -0.45 2.04
36 H 0.28 -1.29 3.84
37 C -4.02 -2.60 -4.31
38 C 5.13 0.74 -0.81
39 H 2.19 -1.61 2.33
40 S 0.71 2.07 -0.87
41 H -1.46 2.98 0.42
42 S 1.59 -1.10 -3.05
43 C -0.13 2.73 3.48
44 H -0.25 3.17 4.47
45 C 2.94 -0.39 -2.19
46 H 2.17 -0.06 1.48
47 C 1.31 2.85 3.03
48 C -2.73 -4.05 -2.88
49 H -4.77 -2.47 -5.08
50 C -2.58 -0.14 -0.50
51 H 3.60 0.80 -3.84
52 C 3.22 -0.70 -0.85
53 Fe 0.26 -1.12 -1.16
54 C -1.03 3.42 2.47
55 S -1.62 -0.26 -2.06

Results of the Mulliken charge analysis, in e, for atoms 1 through 6: H 0.59; C -0.59; H 0.22; C -0.39; H 0.41; N -0.09


No. 7
C23H23FeN8S | ωB97M-V with the def2-TZVPD basis set

The value obtained for the highest occupied orbital energy (spin up / spin down) is -13.91 / -13.91 eV. As for the net charge: +2. The value obtained for the HOMO-LUMO gap (spin up / spin down) is 6.2 / 6.2 eV. The calculation puts the LUMO energy (spin up / spin down) at -7.719 / -7.663 eV. As for the spin multiplicity: 2.

Element x y z (Å)
1 C -0.77 1.54 3.46
2 H 6.20 1.55 0.02
3 H -2.00 0.97 -2.61
4 C 0.50 -3.95 2.49
5 N -0.56 0.95 1.16
6 H -0.61 1.28 4.50
7 C 1.67 1.42 -2.36
8 C 3.08 0.55 -0.54
9 S -3.89 -2.77 -0.46
10 H 1.23 -4.39 3.16
11 N -2.17 4.40 4.93
12 C -4.12 -1.48 -1.60
13 H -0.02 0.69 -2.89
14 C -1.16 2.10 0.83
15 N -1.92 -1.19 -0.88
16 N 1.79 2.22 -3.44
17 C -1.77 -3.74 1.73
18 C 5.26 1.68 -0.50
19 C -2.28 -2.22 -0.19
20 H 3.44 2.16 -1.73
21 C -1.83 3.66 4.12
22 C -5.25 -1.17 -2.34
23 C -1.36 -2.84 0.74
24 C -0.38 0.68 2.46
25 H 2.63 2.73 -3.65
26 H -2.82 -4.01 1.81
27 H -1.29 2.28 -0.23
28 C -5.19 -0.09 -3.19
29 H 1.97 -2.81 1.43
30 C 0.92 -3.05 1.52
31 H 4.88 2.66 -0.22
32 N 0.64 0.68 -2.12
33 C -1.59 3.02 1.76
34 H -2.06 3.94 1.45
35 H 5.48 1.65 -1.57
36 C -2.91 0.38 -2.55
37 N 2.20 -0.32 -0.14
38 H 5.92 -0.38 0.85
39 H 0.10 -0.26 2.69
40 H 4.42 -0.38 1.77
41 H 1.07 2.24 -4.14
42 C -1.39 2.73 3.11
43 H 4.61 -1.44 0.35
44 H 2.58 -0.98 0.51
45 C 4.84 -0.46 0.77
46 Fe 0.08 -0.43 -0.34
47 C -0.84 -4.30 2.59
48 H -6.15 -1.77 -2.26
49 C -4.03 0.69 -3.29
50 C -0.03 -2.49 0.70
51 N 2.73 1.50 -1.49
52 N 4.35 0.61 -0.10
53 H -1.16 -5.02 3.33
54 H -4.02 1.54 -3.95
55 H -6.05 0.17 -3.79
56 C -2.95 -0.73 -1.69

Results of the Mulliken charge analysis, in e, for atoms 1 through 6: C -0.73; H 0.29; H 0.26; C -0.62; N 0.24; H 0.52


Computed DFT total energy, in the same sequence as the records: -7654.5187; -117332.7942; -7248.1212; -2860.0824; -13414.3245; -4309.2365; -2989.6701 hartree.